i.
ORCA calculation (ωB97M-V/def2-TZVPD) on C21H19N5O3 in the gas phase.

Properties
SMILES string: Cc1ccc(Cn2nnc3c(=O)n(CC(=O)OCc4ccccc4)cnc32)cc1
frontier orbital gap: 9.6 eV
HOMO level: -9.101 eV

```
48
C21H19N5O3 (ωB97M-V/def2-TZVPD)
C 1.786 -1.840 3.417
H -1.567 7.385 -3.814
H 4.581 -4.472 3.596
H 6.221 -2.764 3.135
O -0.302 1.306 -0.817
C -1.299 1.198 -1.480
C -1.773 6.353 -4.057
H 0.077 2.423 -3.633
H 0.999 -1.103 3.353
N -0.509 -3.560 2.174
C -2.956 4.718 -5.347
H 2.230 -5.178 3.646
C -1.275 -2.992 0.219
C -1.369 4.014 -3.685
H -0.399 5.588 -2.605
O -1.595 1.914 -2.551
H 5.867 -1.619 4.429
C 4.135 -2.385 3.449
C -0.647 2.908 -2.966
C 3.799 -3.728 3.548
C -2.293 3.707 -4.676
N -0.508 -4.625 1.360
C -0.981 -2.496 1.498
C 1.459 -3.186 3.524
H -0.591 -2.934 4.131
H -2.493 2.672 -4.909
C -2.425 0.212 -1.174
H -0.112 3.280 -2.087
N -1.173 -1.227 1.926
H -3.676 4.471 -6.114
N -1.978 -0.804 -0.251
H -3.278 0.765 -0.769
C -1.653 -0.452 1.016
O -2.100 -2.344 -1.937
H -0.096 -4.639 3.865
C -2.695 6.043 -5.041
H 3.354 -0.398 3.297
H -1.829 0.579 1.286
N -0.955 -4.309 0.214
H -3.209 6.832 -5.569
C 5.568 -1.948 3.433
C -1.115 5.343 -3.376
H 5.710 -1.113 2.750
H -2.728 -0.292 -2.098
C 3.111 -1.447 3.381
C 0.011 -3.610 3.517
C -1.803 -2.116 -0.789
C 2.475 -4.128 3.580
```

ii.
ORCA calculation (ωB97M-V/def2-TZVPD) on C21H19N5O3 in the gas phase.

Properties
SMILES string: Cc1ccc(Cn2nnc3c(=O)n(CC(=O)OCc4ccccc4)cnc32)cc1
frontier orbital gap: 9.7 eV
HOMO level: -9.161 eV

```
48
C21H19N5O3 (ωB97M-V/def2-TZVPD)
C -0.044 0.735 5.848
H 0.215 -3.513 -3.573
H 2.163 2.227 1.342
C -2.526 0.306 7.020
H 2.733 1.102 -0.497
C 1.314 0.946 5.230
H 1.345 1.320 -5.904
C -1.109 0.281 5.081
O 2.010 -0.253 2.883
C -1.160 -0.899 -6.303
N 1.688 -0.350 -1.445
C 0.732 0.445 -5.740
H 1.726 -2.593 -3.270
C -0.384 0.230 -6.538
O -0.899 0.188 1.714
N 0.083 -2.042 -2.158
N -1.084 -2.489 -1.673
H -1.446 -2.660 -5.125
H -0.177 2.103 -7.561
C 1.276 1.644 1.594
N -1.386 -1.874 -0.604
C -1.466 0.756 7.788
H 0.595 1.330 7.804
H 0.425 2.309 1.763
H 1.935 -0.263 -4.116
C 1.836 0.496 -0.486
C 0.297 -1.577 -4.517
C -0.747 1.181 -7.637
C -2.346 0.072 5.667
C -0.224 -0.032 0.736
N 0.973 0.714 0.530
H -1.809 1.419 -7.604
H -1.601 0.943 8.843
C 1.071 -0.446 -4.738
O 1.203 1.563 3.942
C -0.231 0.975 7.204
C 1.536 0.849 2.882
H 1.921 1.615 5.846
H 1.833 -0.013 5.112
H -3.491 0.140 7.475
H -3.167 -0.277 5.061
H -0.983 0.097 4.025
C -0.415 -0.968 -0.334
H -2.036 -1.077 -6.910
C -0.828 -1.792 -5.302
C 0.642 -2.524 -3.395
H -0.539 0.727 -8.607
C 0.547 -1.071 -1.351
```

Energy ordering: ii at the bottom, the next structure 1.4 kcal/mol above.

i.
ORCA calculation (ωB97M-V/def2-TZVPD) on C6H8ClNO2S in the gas phase.

Properties
SMILES string: Cl[C@@H]1SC=CN1OC[C@H]1CO1
frontier orbital gap: 9.0 eV
HOMO level: -8.262 eV

```
19
C6H8ClNO2S (ωB97M-V/def2-TZVPD)
H 1.525 -2.685 -0.552
O 2.893 -1.203 0.088
C -1.963 -0.722 0.703
C 1.626 -1.585 -0.471
H 1.277 -1.171 -1.469
C 1.203 0.699 0.527
S -3.708 -0.263 0.505
C -1.929 1.166 -0.775
H -4.111 1.340 -1.233
H -1.761 -0.756 1.696
Cl -1.520 -2.190 -0.240
C 1.728 -0.749 0.725
H 1.467 -1.097 1.646
H -1.327 1.769 -1.490
O -0.200 0.926 0.869
C -3.242 1.014 -0.656
H 1.517 0.799 -0.546
N -1.146 0.360 -0.014
H 1.444 1.514 1.261
```

ii.
ORCA calculation (ωB97M-V/def2-TZVPD) on C6H8ClNO2S in the gas phase.

Properties
frontier orbital gap: 9.0 eV
HOMO level: -8.514 eV

```
19
C6H8ClNO2S (ωB97M-V/def2-TZVPD)
Cl -2.749 1.756 -0.587
C 1.038 0.360 1.108
C 0.259 -2.426 -0.277
H -0.010 1.682 -1.575
H 0.017 -3.206 -0.951
O -3.002 -0.386 1.422
C 1.098 2.272 -0.055
H 1.377 3.286 -0.345
N 0.555 1.316 -0.848
H -0.279 -2.667 0.545
C 0.484 0.089 -0.138
O -1.628 -0.952 -0.605
H 1.351 -2.280 0.026
S -3.012 -0.246 0.012
H 1.210 -0.448 1.889
C 1.336 1.733 1.183
C -0.043 -1.061 -0.864
H 0.184 -1.105 -2.012
H 1.816 2.283 2.073
```

Energy ordering: ii at the bottom, the next structure 69.2 kcal/mol above.

i.
ORCA calculation (ωB97M-V/def2-TZVPD) on 2 unconnected molecules or ions with the total composition C2H2BrI.

Properties
frontier orbital gap (alpha / beta): 8.1 / 6.8 eV
HOMO level (alpha / beta): -9.564 / -9.276 eV

```
6
C2H2BrI (ωB97M-V/def2-TZVPD)
H -0.081 0.410 1.473
Br 0.029 0.072 -2.266
C -0.031 -0.066 -0.516
I 1.857 -2.362 0.336
H -1.269 1.294 0.533
C -0.505 0.653 0.439
```

ii.
ORCA calculation (ωB97M-V/def2-TZVPD) on 2 unconnected molecules or ions with the total composition C2H2BrI.

Properties
frontier orbital gap (alpha / beta): 7.2 / 7.1 eV
HOMO level (alpha / beta): -7.850 / -8.301 eV

```
6
C2H2BrI (ωB97M-V/def2-TZVPD)
H 0.818 -0.955 -0.675
H 0.537 -0.809 1.039
Br -3.019 0.130 0.051
C 1.029 -0.422 0.241
I 2.264 1.057 -0.056
C -1.630 0.998 -0.601
```

Energy ordering: i at the bottom, the next structure 80.5 kcal/mol above.